C14H17N2O | the ωB97M-V functional and the def2-TZVPD basis

Frontier orbital gap   5.147 eV
LUMO energy   0.115 hartree
Calculated total energy   -728.35764 hartree
Total charge   -1

Geometry (Å):
C: 4.23 1.53 -1.90
N: 3.46 1.42 -0.68
C: 4.30 1.55 0.48
C: 2.14 0.89 -0.66
O: 1.62 0.63 -1.75
C: 1.37 0.80 0.59
C: 0.29 -0.17 0.93
C: -1.28 -0.26 1.33
C: -1.47 -1.21 2.54
C: -1.70 1.10 1.71
N: -1.82 2.24 1.98
C: -2.28 -0.81 0.15
C: -3.29 -1.81 0.28
C: -4.04 -2.25 -0.81
C: -3.93 -1.62 -2.04
C: -3.09 -0.52 -2.16
C: -2.26 -0.14 -1.08
H: 3.60 1.73 -2.77
H: 4.90 2.39 -1.75
H: 4.83 0.63 -2.10
H: 3.77 1.68 1.44
H: 5.03 0.72 0.62
H: 4.91 2.47 0.36
H: 1.59 1.59 1.29
H: 0.68 -0.49 1.94
H: 0.30 -0.94 0.16
H: -2.03 -2.11 2.29
H: -0.54 -1.59 2.97
H: -2.02 -0.70 3.32
H: -3.46 -2.38 1.21
H: -4.76 -3.08 -0.72
H: -4.50 -1.98 -2.89
H: -3.05 0.04 -3.09
H: -1.52 0.65 -1.19

In the Mulliken picture, each atom carries the following charge in e: atom 1 (C): -1.053, atom 2 (N): 0.111, atom 3 (C): -0.964, atom 4 (C): 0.475, atom 5 (O): -0.761, atom 6 (C): -0.885, atom 7 (C): -0.815, atom 8 (C): 2.196, atom 9 (C): -1.369, atom 10 (C): 0.104, atom 11 (N): -0.701, atom 12 (C): -0.040, atom 13 (C): -0.424, atom 14 (C): -0.710, atom 15 (C): -0.309, atom 16 (C): -0.679, atom 17 (C): -0.241, atom 18 (H): 0.293, atom 19 (H): 0.342, atom 20 (H): 0.298, atom 21 (H): 0.321, atom 22 (H): 0.241, atom 23 (H): 0.326, atom 24 (H): 0.325, atom 25 (H): 0.065, atom 26 (H): 0.313, atom 27 (H): 0.241, atom 28 (H): 0.397, atom 29 (H): 0.295, atom 30 (H): 0.228, atom 31 (H): 0.343, atom 32 (H): 0.358, atom 33 (H): 0.347, atom 34 (H): 0.335